# 1
{"formula": "C5H11O2", "method": "ωB97M-V with the def2-TZVPD basis set", "total_charge": -1, "e_above_lowest_kcal_mol": 15.3, "gap_ev": 7.996, "fmax_ev_per_a": 1.89, "lumo_ev": 4.02, "homo_ev": -3.974, "elements": ["O", "O", "C", "C", "C", "C", "C", "H", "H", "H", "H", "H", "H", "H", "H", "H", "H", "H"], "positions_angstrom": [[-1.802, 1.893, 1.643], [0.082, 0.971, 0.812], [1.695, 0.701, -1.703], [-0.960, 0.985, 1.510], [0.715, 0.369, -2.866], [-1.191, -0.295, 2.362], [-0.750, -1.596, 1.716], [1.342, 0.197, -0.805], [1.580, 1.738, -1.402], [-1.584, -2.286, 1.635], [-2.246, -0.414, 2.622], [0.050, -0.449, -2.607], [-0.762, -0.035, 3.327], [0.129, 1.257, -3.072], [0.209, -2.082, 1.939], [-0.444, -1.405, 0.674], [2.694, 0.419, -2.026], [1.244, 0.032, -3.758]], "lowdin_charge": [-0.087, -0.089, -0.168, -0.749, -0.168, -0.201, -0.139, 0.026, 0.054, 0.048, 0.083, 0.048, 0.090, 0.050, 0.058, 0.054, 0.046, 0.041]}

# 2
{"formula": "C4H4N2O", "method": "ωB97M-V with the def2-TZVPD basis set", "total_charge": 0, "e_above_lowest_kcal_mol": 94.6, "gap_ev": [8.257, 8.257], "smiles": "N=C=C/C=C\\N=O", "fmax_ev_per_a": 0.85, "lumo_ev": [-0.64, -0.64], "homo_ev": [-8.901, -8.901], "elements": ["O", "N", "N", "C", "C", "C", "C", "H", "H", "H", "H"], "positions_angstrom": [[0.415, 1.580, -0.324], [2.512, -0.076, -0.289], [-0.790, 1.791, 0.003], [-1.562, 0.698, 0.057], [0.216, -1.070, -0.067], [1.316, -0.238, -0.173], [-1.091, -0.614, -0.002], [0.418, -2.125, 0.125], [3.027, 0.560, 0.304], [-1.848, -1.385, 0.110], [-2.611, 0.879, 0.256]], "lowdin_charge": [-0.110, 0.185, -0.034, -0.159, -0.067, -0.169, -0.064, 0.115, 0.096, 0.110, 0.097]}

# 3
{"formula": "C35H40N6O6", "method": "ωB97M-V with the def2-TZVPD basis set", "total_charge": 0, "e_above_lowest_kcal_mol": 835.7, "gap_ev": 6.872, "fmax_ev_per_a": 17.93, "lumo_ev": -0.85, "homo_ev": -7.726, "elements": ["O", "O", "O", "O", "O", "O", "N", "N", "N", "N", "N", "N", "C", "C", "C", "C", "C", "C", "C", "C", "C", "C", "C", "C", "C", "C", "C", "C", "C", "C", "C", "C", "C", "C", "C", "C", "C", "C", "C", "C", "C", "C", "C", "C", "C", "C", "C", "H", "H", "H", "H", "H", "H", "H", "H", "H", "H", "H", "H", "H", "H", "H", "H", "H", "H", "H", "H", "H", "H", "H", "H", "H", "H", "H", "H", "H", "H", "H", "H", "H", "H", "H", "H", "H", "H", "H", "H"], "positions_angstrom": [[2.583, -1.046, 1.439], [3.813, -2.753, 0.448], [-2.983, -1.636, -0.380], [-1.391, -0.008, 0.431], [3.881, -0.530, -0.216], [-0.954, -1.139, -1.366], [1.015, 1.447, -1.430], [1.628, 1.875, 1.349], [0.491, -1.828, -3.734], [-4.296, 1.896, 2.901], [-0.624, -5.081, 2.935], [-0.409, -0.556, 1.735], [2.485, 0.357, 1.354], [1.864, 4.147, 0.513], [0.301, 2.132, 1.519], [0.008, -1.939, -4.978], [-1.727, -2.494, -3.046], [0.026, -3.622, -0.232], [-3.825, 2.342, 1.669], [2.594, 1.886, -3.203], [3.230, 0.655, 0.074], [-1.210, -2.484, -5.364], [0.598, -0.767, 2.606], [-0.326, 3.315, 1.318], [1.893, 0.994, -2.381], [-0.138, 0.596, 0.041], [-1.450, 0.132, 2.256], [1.464, 3.693, -2.291], [0.943, -2.476, 0.204], [0.026, -0.140, -1.267], [-3.844, 0.214, 0.779], [0.786, 2.802, -1.355], [2.470, 3.235, -3.115], [-4.412, 0.574, 3.118], [0.482, 4.300, 0.720], [-3.535, 1.537, 0.585], [-0.088, -4.990, 1.920], [3.484, -1.535, 0.620], [2.399, 2.824, 0.761], [-4.329, -0.301, 2.009], [0.421, -4.957, 0.543], [-0.513, 0.392, 4.439], [0.586, -0.331, 3.956], [-1.886, -0.916, -0.435], [-1.569, 0.717, 3.516], [-2.198, -2.625, -4.395], [-0.363, -2.149, -2.778], [0.526, 0.423, 0.888], [-4.790, 0.250, 4.077], [1.453, 0.707, 1.388], [3.271, 1.512, -3.957], [-3.208, -2.892, -4.668], [-4.487, -1.369, 1.989], [1.337, -1.529, 2.408], [-0.322, 1.649, -0.170], [0.686, -2.105, 1.196], [0.251, -5.919, 0.061], [0.121, 3.151, -0.578], [1.478, -0.559, 4.520], [1.038, -0.509, -1.432], [-2.330, 0.330, 1.663], [-0.285, 1.273, 1.810], [2.999, 3.940, -3.740], [-3.665, -0.465, -0.041], [1.985, -2.794, 0.178], [-1.405, 3.342, 1.371], [0.937, -1.665, -0.524], [2.400, 4.988, 0.100], [-3.649, 3.402, 1.563], [-1.330, -2.599, -6.431], [3.784, 1.591, 0.141], [-2.366, -2.679, -2.195], [-0.015, 5.216, 0.436], [3.476, 2.747, 0.766], [1.346, 4.763, -2.198], [-1.049, -3.446, -0.210], [1.497, -5.084, 0.666], [-3.231, 1.952, -0.365], [-0.385, 0.713, 5.463], [0.804, -1.896, -5.707], [-0.082, -1.972, -1.750], [-0.009, 0.600, -2.067], [0.418, -3.820, -1.229], [-2.442, 1.283, 3.803], [2.597, 0.891, -0.781], [3.107, 0.881, 2.079], [2.136, -0.056, -2.312]], "lowdin_charge": [-0.014, 0.070, 0.040, -0.127, 0.111, -0.098, -0.123, -0.019, 0.096, 0.043, 0.128, -0.027, -0.227, -0.028, -0.110, -0.171, 0.017, -0.150, -0.130, -0.022, -0.135, -0.101, -0.111, -0.010, -0.099, -0.113, -0.179, -0.018, -0.072, -0.174, -0.120, -0.048, -0.064, -0.154, -0.089, -0.080, -0.238, -0.484, -0.045, -0.004, -0.151, -0.013, -0.006, -0.334, -0.001, -0.042, -0.207, 0.074, 0.111, -0.010, 0.119, 0.098, 0.117, 0.108, 0.115, 0.063, 0.114, 0.069, 0.109, 0.104, 0.066, 0.079, 0.116, 0.024, 0.071, 0.113, 0.065, 0.113, 0.092, 0.092, 0.104, 0.094, 0.125, 0.119, 0.105, 0.111, 0.112, 0.121, 0.097, 0.092, 0.006, 0.149, 0.107, 0.080, 0.079, 0.185, 0.130]}